No. 1
A 2-piece molecular cluster, C7H8NO5PS overall in a non-equilibrium geometry. Source: the Open Molecules 2025 dataset; level of theory: wB97M-V/def2-TZVPD.

Summary:
* largest force on an atom: 6.14 eV/A
* orbital gap (spin up / spin down): 0.3020 / 0.1889 Eh
* DFT total energy: -1441.92642 Eh
* 2S+1: 1
* HOMO level (spin up / spin down): -10.10 / -8.15 eV
* energy above the lowest of the compared OMol25 structures with the same formula, charge and spin: 36.2 kJ/mol

The geometry in XYZ format:
```
23
C7H8NO5PS wB97M-V/def2-TZVPD
C 2.716 0.426 1.551
C 1.898 -0.630 1.999
C 2.482 0.948 0.326
C 0.918 -1.077 1.252
C 1.443 0.580 -0.411
C 0.628 -0.499 -0.010
C -0.294 -1.072 -0.870
N -1.141 -2.219 -0.531
O -0.899 -2.970 0.425
O -2.195 -2.306 -1.157
O -3.985 -1.335 0.593
O -4.062 0.037 -1.451
O -2.155 0.428 0.186
P -3.571 0.074 0.037
S -4.799 1.257 1.167
H 3.601 0.888 1.905
H 2.064 -1.171 2.949
H 3.128 1.818 0.147
H 0.371 -1.930 1.619
H 0.912 1.223 -1.290
H -0.458 -0.670 -1.845
H -3.175 -1.919 0.461
H -4.978 -0.168 -1.532
```

natural (NBO) population analysis, charges in e, atoms 1 to 8:
1 C -0.160
2 C -0.212
3 C -0.234
4 C -0.170
5 C -0.142
6 C -0.115
7 C 0.050
8 N 0.471


No. 2
C8H11NPPtS as an isolated structure in a non-equilibrium geometry. Source: the Open Molecules 2025 dataset; level of theory: wB97M-V/def2-TZVPD.

Summary:
* largest force on an atom: 3.49 eV/A
* orbital gap (spin up / spin down): 0.1225 / 0.2311 Eh
* DFT total energy: -1224.91546 Eh
* 2S+1: 3
* net charge: -1
* HOMO level (spin up / spin down): -0.49 / -3.49 eV
* energy above the lowest of the compared OMol25 structures with the same formula, charge and spin: 4.3 kJ/mol

The geometry in XYZ format:
```
23
C8H11NPPtS wB97M-V/def2-TZVPD
C 0.212 0.204 -2.394
C -0.632 -0.875 -2.788
C -0.229 -2.054 -2.087
C 0.890 -1.771 -1.291
C 1.261 -0.359 -1.457
Pt 0.198 0.952 -0.141
P -0.146 3.092 0.007
H 0.325 1.161 -2.900
H -1.428 -0.808 -3.536
H -0.724 -3.028 -2.152
H 2.276 0.057 -1.445
H 1.465 -2.461 -0.681
H -1.146 3.479 0.966
H -0.558 3.662 -1.242
H 0.992 3.880 0.364
S -0.616 -2.164 3.080
C -0.535 -0.531 3.725
C -0.149 0.358 2.757
N -0.095 -0.227 1.475
C -0.340 -1.556 1.509
H -0.744 -0.266 4.755
H 0.065 1.420 2.851
H -0.342 -2.167 0.625
```

natural (NBO) population analysis, charges in e, atoms 1 to 8:
1 C -0.421
2 C -0.253
3 C -0.347
4 C -0.226
5 C -0.508
6 Pt 0.417
7 P 0.105
8 H 0.213